(1)
ORCA calculation (wB97M-V/def2-TZVPD) on 14 unconnected molecules or ions with the total composition C28H84O28.

Each line ends with the Mulliken charge.
Atoms and positions in Å:
O1 -2.99 -4.42 0.47  -0.4567
O2 -0.87 0.55 -1.49  1.6391
O3 1.46 -2.65 2.51  -0.3126
O4 3.64 3.65 -4.20  -0.4992
O5 2.03 0.28 -3.25  0.0176
O6 2.23 -5.55 2.05  -0.5994
O7 0.53 2.39 -5.22  -0.3873
O8 3.78 0.09 3.66  -0.5118
O9 2.90 1.23 0.98  0.3937
O10 -3.81 2.25 -1.84  -0.7026
O11 -2.51 2.91 0.54  -0.0787
O12 -4.28 5.18 0.94  -0.6322
O13 5.67 -1.10 -1.95  -0.5286
O14 -6.25 1.55 -0.84  -0.6168
O15 5.54 0.91 0.28  -0.5657
O16 4.46 1.14 -2.84  -0.4870
O17 -3.68 -0.12 2.01  0.4173
O18 -1.48 -3.88 -1.88  -0.5117
O19 1.49 -0.54 -0.56  1.7302
O20 0.13 -5.06 0.17  -0.4744
O21 0.16 4.15 -2.53  -0.7824
O22 0.01 -1.62 -2.83  -0.3864
O23 -4.20 1.06 4.72  -0.4524
O24 -0.93 -3.96 2.32  -0.6668
O25 -1.66 0.03 3.82  -0.2765
O26 -1.42 -0.09 6.49  -0.6017
O27 -0.17 4.57 0.04  -0.6212
O28 -1.96 2.63 -3.67  -0.5554
C1 5.02 2.43 -2.64  -0.0892
C2 -0.95 -5.23 -1.96  -0.7997
C3 -4.21 4.01 1.74  -0.5614
C4 1.16 4.21 -0.36  -0.0486
C5 -5.18 0.59 -0.84  0.4685
C6 -0.66 0.43 -0.12  1.2840
C7 5.76 -0.47 0.43  -0.3126
C8 1.64 -0.67 -4.22  -0.4842
C9 1.08 -1.93 -3.68  -0.2591
C10 -2.82 3.50 1.82  0.2861
C11 0.35 -5.35 -1.18  -0.2209
C12 -0.41 -0.69 5.76  -0.5418
C13 5.10 -1.28 -0.70  0.2464
C14 1.12 3.52 -1.66  1.1821
C15 -5.20 0.80 3.75  -0.5553
C16 3.54 1.48 3.26  -0.9437
C17 2.42 1.61 2.24  0.0136
C18 -3.24 -3.68 1.67  -0.8505
C19 4.98 3.21 -3.93  -0.6148
C20 2.48 -3.15 1.64  0.8427
C21 -4.26 0.92 -1.97  0.2418
C22 -0.80 1.86 -5.65  -1.2544
C23 -0.35 0.03 4.40  0.1670
C24 -1.76 1.53 -4.51  0.6967
C25 -1.97 -3.02 2.07  0.8122
C26 -4.82 -0.40 2.88  -0.5742
C27 3.11 -4.47 2.11  -0.7777
C28 0.29 -0.71 0.11  0.4492
H1 5.20 -0.78 1.31  0.0486
H2 2.53 -1.06 -4.80  0.3652
H3 -4.88 3.18 1.45  -0.0229
H4 -1.21 0.70 -4.01  -0.5798
H5 -2.30 0.56 4.28  0.0820
H6 -0.55 -2.34 -2.53  0.0092
H7 -0.63 0.92 -6.19  0.3959
H8 6.84 -0.68 0.52  0.3667
H9 4.41 2.92 -1.89  -0.0159
H10 6.51 -1.59 -1.99  0.2842
H11 6.01 2.38 -2.20  0.5025
H12 0.36 3.25 -4.81  0.3061
H13 3.52 -4.35 3.12  0.3609
H14 -0.16 -1.68 -0.20  -0.6997
H15 -2.07 -2.45 3.01  0.0146
H16 -1.71 -5.95 -1.66  0.3337
H17 -4.21 4.93 -0.02  0.3534
H18 0.61 -3.11 2.46  0.4331
H19 -0.55 4.64 -0.85  0.3553
H20 0.65 -6.38 -1.28  0.4282
H21 1.13 -4.74 -1.70  0.1020
H22 -1.66 -2.37 1.26  -0.3300
H23 -2.08 4.25 2.08  0.4460
H24 -2.76 2.74 2.62  -0.2651
H25 0.46 -0.81 1.19  -0.0643
H26 5.61 4.13 -3.85  0.3162
H27 -4.62 0.47 0.11  -0.4761
H28 1.64 3.69 0.44  -0.4986
H29 -5.95 2.49 -0.84  0.3619
H30 -3.39 2.26 -0.99  0.3357
H31 -0.78 -5.44 -3.01  0.4401
H32 -2.27 -0.48 6.30  0.3146
H33 0.32 -0.51 3.74  -0.2640
H34 -3.64 -5.11 0.37  0.2366
H35 5.14 0.50 -2.61  0.1838
H36 -5.36 1.62 3.08  0.0969
H37 4.03 -0.96 -0.76  -0.4281
H38 4.44 1.85 2.70  0.3603
H39 2.04 -3.45 0.70  -0.3546
H40 -4.79 0.85 -2.94  0.2860
H41 -3.36 0.25 -2.05  -0.3283
H42 5.03 -2.34 -0.42  0.4634
H43 5.36 2.68 -4.78  0.2990
H44 1.52 -5.42 2.73  0.3223
H45 -3.60 -4.35 2.47  0.3876
H46 -0.85 -4.55 1.56  0.5395
H47 0.52 -0.70 6.35  0.3396
H48 3.87 -4.83 1.44  0.3407
H49 -0.60 -0.26 -1.96  -0.5880
H50 1.74 -2.48 -2.98  0.0853
H51 -2.73 1.20 -4.86  0.5049
H52 4.63 1.15 0.58  0.2610
H53 2.12 3.53 -2.10  0.0285
H54 2.12 2.67 2.25  0.2757
H55 1.39 -0.39 -1.50  -0.9751
H56 -0.08 1.29 0.23  -0.4657
H57 1.57 0.99 2.47  0.0004
H58 4.53 0.18 4.29  0.2779
H59 2.29 0.66 0.46  -0.3831
H60 -2.88 -0.33 2.54  -0.2748
H61 2.99 0.58 -3.24  0.1879
H62 -5.69 -0.36 -1.07  0.4630
H63 -6.13 0.59 4.24  0.5071
H64 1.78 5.12 -0.47  0.4124
H65 -4.60 1.66 5.38  0.2592
H66 -4.50 4.39 2.71  0.4454
H67 3.26 -2.33 1.49  -0.2591
H68 3.34 2.16 4.15  0.4277
H69 0.98 -5.09 0.59  0.1546
H70 -0.59 3.56 -2.70  0.4428
H71 -1.99 -3.84 -1.07  0.2095
H72 -1.34 2.57 -6.28  0.4209
H73 -0.64 -1.73 5.53  0.2219
H74 -2.74 2.57 -3.11  0.4120
H75 -1.64 3.32 0.29  0.0886
H76 0.81 -2.62 -4.51  0.5122
H77 -3.97 -2.89 1.49  0.2672
H78 -1.56 0.31 0.53  -1.0098
H79 -4.61 -1.32 3.50  0.3344
H80 -0.04 1.05 4.59  0.2824
H81 -5.66 -0.48 2.15  0.3735
H82 3.09 2.88 -4.40  0.2041
H83 0.94 -0.24 -4.97  -0.1982
H84 0.81 2.45 -1.48  -0.6838

Relative energy (zero: lowest compared OMol25 entry of this formula, charge and spin) (kcal per mole): 8.2
Orbital gap (eV): 9.50
Charge: 0
Molecular weight (g mol⁻¹): 868.95


(2)
ORCA calculation (wB97M-V/def2-TZVPD) on 12 unconnected molecules or ions with the total composition C28H85N5O16.

Each line ends with the Mulliken charge.
Atoms and positions in Å:
O1 1.07 0.77 0.12  1.4965
O2 -1.03 -3.83 -3.14  -0.3043
O3 -1.55 0.73 -4.65  -0.6936
O4 3.12 4.47 2.34  -0.3500
O5 5.54 0.22 -4.05  -0.6833
O6 3.96 -1.29 -2.58  -0.2667
O7 -0.94 4.72 1.61  -0.5105
O8 0.65 1.13 4.66  -0.4181
O9 -4.97 -1.47 0.58  -0.0749
O10 2.41 0.76 -4.96  -0.5030
O11 0.81 -5.60 -4.56  -0.4815
O12 1.56 -2.65 -3.29  -0.5019
O13 6.43 -0.25 -1.37  -0.5494
O14 2.42 2.01 -2.37  -0.7447
O15 -4.22 -4.88 1.36  -0.2178
O16 -1.33 0.20 -1.44  -0.1662
N1 -3.17 5.11 4.58  -0.7163
N2 -2.46 -3.67 -0.66  -0.6052
N3 -5.65 0.21 -1.73  -0.7621
N4 -0.89 -1.48 2.60  -0.2953
N5 4.45 2.50 -0.44  -0.3261
C1 -6.32 -1.83 1.03  -0.8336
C2 -5.45 -5.50 1.88  -0.9311
C3 -1.33 6.46 3.89  -1.2920
C4 4.73 1.06 -4.88  -0.2867
C5 -1.78 4.35 2.69  0.4387
C6 -4.12 1.95 -0.88  -0.9438
C7 -2.39 5.49 3.43  0.2911
C8 -1.39 -4.96 -3.93  -0.2630
C9 -4.79 -0.06 0.63  -0.9771
C10 1.18 2.36 4.42  0.0965
C11 3.40 4.12 1.00  -1.1073
C12 -1.30 -4.65 1.27  -1.5352
C13 -3.54 -5.64 0.43  -1.2410
C14 -0.23 0.62 3.62  -0.2992
C15 3.61 0.25 -5.55  -0.3254
C16 0.71 -0.45 -0.41  -0.4010
C17 -4.48 0.44 -0.84  1.0918
C18 2.53 5.73 2.43  -0.7025
C19 -0.46 -5.16 -5.13  -0.7266
C20 1.40 -1.32 3.19  -1.4541
C21 4.29 -1.57 -1.28  0.6120
C22 5.23 2.47 1.85  -1.7809
C23 5.83 -1.57 -1.07  -0.9152
C24 -2.20 -4.93 0.09  1.1102
C25 -0.40 3.55 0.99  0.2554
C26 3.99 2.70 0.90  2.1039
C27 0.01 -0.92 3.64  0.2568
C28 -0.08 -0.40 -1.69  0.2258
H1 -0.45 -4.20 -5.65  0.2503
H2 -5.26 -0.05 -2.62  0.3345
H3 -1.64 -3.14 -0.42  -0.0856
H4 -0.57 6.59 3.12  0.2622
H5 -0.80 5.97 4.71  0.2654
H6 -3.16 -3.16 -0.14  0.2167
H7 2.16 -0.64 3.57  0.4130
H8 -6.29 -5.59 1.20  0.3300
H9 1.97 2.26 3.68  0.0459
H10 2.48 6.03 3.48  0.2802
H11 -0.07 3.95 0.03  0.3613
H12 -1.78 -1.39 3.06  0.2477
H13 -1.61 -3.82 -2.38  0.3882
H14 2.98 6.45 1.75  0.3868
H15 6.56 -0.19 -2.32  0.3385
H16 -3.61 -0.12 -1.19  -0.1145
H17 -2.64 4.39 5.05  0.2840
H18 -2.98 5.98 2.66  0.4557
H19 1.76 -2.32 3.45  0.3822
H20 2.49 0.74 -4.00  0.3216
H21 -6.99 -1.44 0.26  0.3583
H22 -5.58 0.55 1.08  0.5026
H23 -1.16 2.77 0.89  -0.1544
H24 -1.24 -5.68 1.61  0.4861
H25 -5.74 -4.79 2.65  0.2817
H26 -0.24 -1.43 -1.99  -0.3056
H27 2.56 4.20 0.31  0.4559
H28 1.78 0.56 0.73  -0.4458
H29 -0.10 1.02 2.62  -0.0408
H30 6.26 -1.82 -0.10  0.3478
H31 5.18 1.80 -0.44  0.1008
H32 -3.80 2.29 -1.86  0.3255
H33 -2.63 3.73 2.42  0.1545
H34 4.99 3.28 -0.79  0.2626
H35 3.17 2.04 1.18  -1.4999
H36 1.51 5.70 2.07  0.1626
H37 -6.08 -0.65 -1.43  0.2332
H38 4.10 4.82 0.55  0.6266
H39 -1.77 7.41 4.20  0.3722
H40 -1.31 0.76 -0.66  0.0683
H41 0.29 -1.15 0.31  0.1321
H42 3.85 -2.49 -0.89  0.3598
H43 -0.31 -4.35 0.92  0.4182
H44 -0.73 -2.46 2.42  -0.0458
H45 3.92 -0.78 -0.62  -0.3196
H46 -3.27 2.03 -0.19  -0.1785
H47 6.18 -2.22 -1.87  0.3489
H48 0.75 -6.56 -4.59  0.2898
H49 -1.76 -3.89 1.91  0.2489
H50 -4.04 -5.79 -0.53  0.4049
H51 1.59 -2.57 -4.24  0.1962
H52 5.51 1.42 1.84  0.5213
H53 1.10 -3.48 -3.13  0.0886
H54 5.07 2.59 2.92  0.3661
H55 -6.48 -1.46 2.05  0.3298
H56 -1.28 0.79 3.84  0.3719
H57 -0.62 0.58 -4.80  0.3573
H58 -6.62 -2.87 1.02  0.1448
H59 5.34 1.60 -5.60  0.2865
H60 4.39 1.75 -4.10  0.1776
H61 3.24 1.96 -1.89  0.4078
H62 -1.24 3.74 3.42  -0.6802
H63 -5.28 -6.48 2.34  0.3348
H64 -0.21 -1.27 4.65  0.4606
H65 6.09 3.10 1.60  0.4019
H66 0.48 0.13 -2.47  0.0280
H67 0.50 3.16 1.48  -0.1294
H68 3.08 -1.66 -2.67  0.0544
H69 -3.88 0.03 1.22  0.1009
H70 -3.29 -6.64 0.77  0.5119
H71 4.99 -0.38 -3.54  0.6489
H72 -2.46 -4.96 -4.15  0.4069
H73 -0.87 -5.89 -5.83  0.4083
H74 1.74 1.81 -1.72  0.1192
H75 -1.71 -5.71 -0.49  0.2445
H76 1.46 2.76 5.39  0.4294
H77 -1.66 0.62 -3.70  0.2831
H78 -1.32 -5.80 -3.24  0.2425
H79 1.61 -1.24 2.12  0.1478
H80 -4.05 4.68 4.30  0.2966
H81 1.64 -0.92 -0.72  -0.2969
H82 3.61 0.24 -6.64  0.3814
H83 0.42 3.05 4.06  -0.3328
H84 -4.88 2.57 -0.40  0.4370
H85 3.74 -0.79 -5.24  0.1465

SMILES: COC[C@H](C)N.COC[C@H](C)N.COC[C@H](C)N.COC[C@H](C)N.COC[C@H](C)N.OCCO.OCCO.OCCO.OCCO.O.O.O
Relative energy (zero: lowest compared OMol25 entry of this formula, charge and spin) (kcal per mole): 37.8
Orbital gap (eV): 9.58
Charge: 0
Molecular weight (g mol⁻¹): 748.01